[1]
DFT (ωB97M-V with the def2-TZVPD basis set) results for an isolated molecule of C20H23N5O4S2.

Output
**F_max**: 0.036 hartree/bohr
**HOMO level**: -8.291 eV
**Structure (SMILES)**: Cc1cccc(N2C[C@@H](C(=O)Nc3nnc(SCC(=O)N4CCOCC4)s3)CC2=O)c1
**Energy above the lowest of the compared OMol25 structures with the same formula, charge and spin**: 61.0 kJ/mol
**Frontier orbital gap**: 8.5 eV
**Spin multiplicity**: 1

Each line ends with the Löwdin charge.
Geometry (Å):
C 8.8412 -1.3529 0.7180  -0.049
C 7.8683 -0.3118 0.2542  -0.270
C 8.3117 0.8303 -0.4013  -0.060
C 7.4019 1.7725 -0.8426  -0.081
C 6.0457 1.5944 -0.6391  -0.029
C 5.5864 0.4526 0.0144  -0.169
N 4.2096 0.2639 0.2135  0.027
C 3.2390 1.0014 -0.5735  -0.094
C 1.9194 0.2496 -0.3708  -0.195
C 1.7232 -0.7834 -1.4561  -0.410
O 2.5404 -1.0781 -2.2910  0.116
N 0.5031 -1.4426 -1.4630  0.111
C -0.6139 -1.2316 -0.7166  -0.598
N -0.7786 -0.3467 0.2029  0.010
N -1.9737 -0.3620 0.7684  -0.037
C -2.7662 -1.2574 0.2977  -0.948
S -4.3776 -1.5600 0.8371  0.932
C -4.6824 -0.0472 1.8172  -0.329
C -5.3497 1.0236 0.9639  -0.521
O -4.7355 2.0178 0.6344  0.064
N -6.6385 0.8198 0.6176  -0.064
C -7.4462 -0.3588 0.8382  -0.136
C -7.8016 -0.9805 -0.5213  -0.192
O -8.4576 -0.0529 -1.3502  -0.127
C -7.6574 1.0871 -1.5727  -0.177
C -7.3015 1.7753 -0.2521  -0.104
S -2.0526 -2.2401 -0.9809  1.042
C 2.1206 -0.4375 0.9829  -0.030
C 3.6331 -0.5620 1.1264  -0.421
O 4.1899 -1.2645 1.9375  0.080
C 6.5084 -0.4935 0.4529  0.034
H 9.0499 -2.0530 -0.0917  0.085
H 9.7821 -0.8973 1.0185  0.076
H 8.4345 -1.9150 1.5545  0.078
H 9.3689 0.9812 -0.5637  0.108
H 7.7488 2.6613 -1.3491  0.102
H 5.3589 2.3511 -0.9824  0.100
H 3.5366 1.0022 -1.6253  0.130
H 3.1519 2.0332 -0.2140  0.135
H 1.0548 0.9138 -0.3589  0.135
H 0.4325 -2.1573 -2.1790  0.150
H -5.2860 -0.3361 2.6757  0.085
H -3.7080 0.3203 2.1356  0.077
H -6.9322 -1.0960 1.4501  0.092
H -8.3706 -0.0532 1.3429  0.136
H -8.4893 -1.8171 -0.3908  0.130
H -6.8793 -1.3390 -1.0040  0.113
H -8.2419 1.7520 -2.2096  0.128
H -6.7320 0.8009 -2.0951  0.133
H -6.6248 2.6135 -0.4188  0.125
H -8.2150 2.1254 0.2395  0.135
H 1.6544 -1.4178 1.0607  0.125
H 1.7369 0.1781 1.7972  0.136
H 6.1601 -1.3762 0.9619  0.108

[2]
DFT (ωB97M-V with the def2-TZVPD basis set) results for a structure of composition C2H6Se2.

Output
**F_max**: 0.061 hartree/bohr
**HOMO level (alpha / beta)**: -7.534 / -7.278 eV
**Energy above the lowest of the compared OMol25 structures with the same formula, charge and spin**: 333.5 kJ/mol
**Frontier orbital gap (alpha / beta)**: 7.9 / 7.6 eV
**Spin multiplicity**: 1

Each line ends with the Löwdin charge.
Geometry (Å):
C 0.5263 -1.3487 -0.0941  -0.546
C -1.2988 0.5820 0.7033  -0.484
Se 2.0019 -0.3149 -0.5884  0.704
Se -0.4805 1.7145 -0.4742  0.716
H 0.5533 -2.1414 0.7310  0.016
H -0.0436 -1.7103 -1.0237  0.011
H -0.9382 0.4456 1.6698  -0.041
H -2.3802 0.2779 0.5164  0.024
H 1.4459 0.2595 -1.7143  -0.234
H 0.6138 2.2358 0.2741  -0.167

[3]
DFT (ωB97M-V with the def2-TZVPD basis set) results for an isolated molecule of C16H12Cl2N4OS2.

Output
**F_max**: 0.029 hartree/bohr
**HOMO level**: -8.550 eV
**Structure (SMILES)**: O=C(Nc1ccc(Cl)c(Cl)c1)Nc1nnc(CSc2ccccc2)s1
**Energy above the lowest of the compared OMol25 structures with the same formula, charge and spin**: 0.0 kJ/mol
**Frontier orbital gap**: 8.8 eV
**Spin multiplicity**: 1

Each line ends with the Löwdin charge.
Geometry (Å):
O 1.9835 4.5145 -0.9949  0.089
C 1.6855 3.3458 -0.9771  -0.497
N 2.3870 2.2961 -1.4577  0.150
C 3.6263 2.3179 -2.0931  -0.209
C 4.1660 1.0964 -2.4975  -0.015
C 5.3895 1.0511 -3.1333  -0.100
C 6.0949 2.2208 -3.3774  -0.701
Cl 7.6212 2.1536 -4.1728  0.671
C 5.5584 3.4404 -2.9749  -0.681
Cl 6.4158 4.9030 -3.2678  0.689
C 4.3309 3.4930 -2.3355  -0.031
N 0.4538 2.9816 -0.3881  0.113
C -0.1035 1.7565 -0.2588  -0.596
N 0.4203 0.6425 -0.6703  -0.020
N -0.3271 -0.4241 -0.4257  0.019
C -1.4334 -0.1784 0.1672  -0.681
C -2.4174 -1.2028 0.5534  -0.458
S -2.3505 -1.4240 2.3829  0.950
C -3.5867 -2.6523 2.6960  -0.536
C -3.7876 -2.9740 4.0358  -0.126
C -4.7256 -3.9237 4.3858  -0.085
C -5.4723 -4.5601 3.4061  -0.093
C -5.2699 -4.2383 2.0766  -0.085
C -4.3299 -3.2877 1.7131  -0.101
S -1.6710 1.5393 0.5101  1.087
H 1.9520 1.3777 -1.3391  0.097
H 3.6214 0.1836 -2.3102  0.117
H 5.8080 0.1080 -3.4460  0.107
H 3.9240 4.4416 -2.0269  0.100
H -0.0617 3.7725 -0.0245  0.148
H -3.4303 -0.8912 0.2963  0.084
H -2.1528 -2.1472 0.0786  0.091
H -3.2008 -2.4719 4.7901  0.100
H -4.8748 -4.1677 5.4268  0.105
H -6.2064 -5.3027 3.6787  0.101
H -5.8453 -4.7292 1.3057  0.105
H -4.1913 -3.0607 0.6681  0.091

[4]
DFT (ωB97M-V with the def2-TZVPD basis set) results for a cluster of 5 separate species, C30H67BFN6O11 in total.

Output
**F_max**: 0.085 hartree/bohr
**HOMO level**: -10.748 eV
**Frontier orbital gap**: 8.4 eV
**Net charge**: +1
**Spin multiplicity**: 1

Each line ends with the Löwdin charge.
Geometry (Å):
C 1.8778 0.6671 4.6956  -0.130
C 0.4629 -0.2002 4.7634  -0.206
C -0.8125 0.7452 4.2751  -0.200
O -0.4630 1.6097 3.1359  -0.160
C -0.4628 0.8373 1.8565  -0.158
C -1.8535 1.0725 1.0221  -0.187
C -3.2297 0.8456 1.8833  -0.089
C -4.6073 1.2910 1.0739  -0.588
N -5.6230 1.6661 2.1719  0.037
N -5.2432 0.1583 0.2925  0.061
N -4.4302 2.5660 0.2478  0.056
C -1.7507 0.1985 -0.3650  -0.103
B -2.0971 -1.4285 -0.1479  -0.460
N -3.0771 -2.0789 -1.1541  0.099
O -1.5543 -2.2611 0.9421  0.026
C -0.3789 0.4261 -1.2300  -0.239
N -0.2652 -0.7934 -2.1691  0.066
N 0.8886 0.5668 -0.4214  -0.014
C 1.8962 1.2805 -1.3474  -0.082
C 3.4027 1.3951 -0.7121  -0.144
O 4.2425 2.1573 -1.6883  -0.205
C 4.8628 3.3288 -1.0490  -0.238
C 3.9328 4.7126 -1.1800  -0.092
C 0.7624 1.3720 0.8512  -0.089
F 0.6246 2.8521 0.5809  -0.035
H 2.4561 0.5064 3.6650  0.066
H 1.6114 1.8303 4.7139  0.091
H 2.5550 0.3827 5.6171  0.083
H 0.5101 -1.0868 3.9673  0.101
H 0.2828 -0.6829 5.8300  0.122
H -1.7122 0.0172 4.0815  0.128
H -1.0904 1.4206 5.2108  0.137
H -0.2630 -0.2953 2.0721  0.156
H -1.8527 2.2181 0.6921  0.150
H -3.1665 1.5668 2.8255  0.131
H -3.3631 -0.2406 2.3200  0.130
H -5.1990 2.5455 2.5865  0.065
H -5.4438 0.9274 2.9139  0.077
H -5.1292 -0.7678 0.7624  0.081
H -4.9165 0.1501 -0.6985  0.064
H -3.8035 3.1787 0.8518  0.090
H -3.8569 2.3445 -0.6169  0.069
H -2.6419 0.5893 -1.0574  0.141
H -2.9245 -1.6517 -2.1170  0.085
H -2.8665 -3.0956 -1.2630  0.067
H -1.8624 -3.2178 0.7739  0.125
H -0.5459 1.3532 -1.9331  0.184
H -0.0917 -0.4896 -3.1524  0.107
H 0.4518 -1.4654 -1.8179  0.052
H 1.3474 -0.3450 -0.1620  0.212
H 1.9919 0.5673 -2.2985  0.160
H 1.4664 2.2996 -1.7745  0.163
H 3.8030 0.2804 -0.5919  0.156
H 3.4453 1.9479 0.3229  0.125
H 5.2398 3.1540 0.0473  0.129
H 5.8406 3.5719 -1.6890  0.137
H 3.2041 4.6163 -2.0914  0.076
H 4.6896 5.5944 -1.4345  0.085
H 3.3253 4.9017 -0.1871  0.082
H 1.7443 1.2891 1.5256  0.173
O 2.0908 -2.5368 -2.3144  0.023
C 1.8587 -3.6232 -2.8441  -0.479
O 2.8052 -4.2356 -3.5871  0.014
C 2.6979 -5.5734 -4.1086  -0.220
C 1.9232 -5.5848 -5.4114  -0.058
C 0.4956 -4.2416 -2.7462  0.019
H 2.2794 -6.2528 -3.3599  0.061
H 3.7213 -5.9148 -4.2976  0.133
H 0.8981 -5.2307 -5.2746  0.066
H 1.8870 -6.5944 -5.8296  0.086
H 2.3922 -4.9162 -6.1404  0.084
H -0.1623 -3.7762 -3.4826  0.100
H 0.1021 -4.0569 -1.7392  0.088
H 0.4890 -5.3201 -2.8799  0.071
O -5.2261 2.8553 5.2608  0.070
C -4.7184 2.9482 6.3781  -0.497
O -3.4984 2.4222 6.6185  -0.022
C -2.7473 2.6175 7.8313  -0.231
C -3.1830 1.6357 8.9006  -0.065
C -5.4810 3.5680 7.5112  0.010
H -2.8033 3.6588 8.1628  0.118
H -1.6980 2.4298 7.5790  0.114
H -4.2335 1.7726 9.1704  0.071
H -2.5765 1.7537 9.8026  0.086
H -3.0828 0.6074 8.5386  0.085
H -6.1749 2.8315 7.9210  0.103
H -6.0470 4.4232 7.1221  0.101
H -4.8515 3.9591 8.3060  0.070
O 1.9437 -7.8083 -2.5201  0.055
C 1.1269 -8.7207 -2.3977  -0.467
O -0.1972 -8.4577 -2.4175  -0.004
C -1.2305 -9.4599 -2.4498  -0.223
C -1.5347 -9.9673 -1.0543  -0.064
C 1.5874 -10.1243 -2.1374  0.017
H -0.9746 -10.2633 -3.1472  0.119
H -2.1228 -8.9713 -2.8556  0.126
H -0.6633 -10.4463 -0.6000  0.070
H -2.3538 -10.6912 -1.0773  0.088
H -1.8146 -9.1367 -0.3985  0.085
H 1.8224 -10.2330 -1.0769  0.105
H 2.4915 -10.3087 -2.7305  0.102
H 0.8715 -10.8864 -2.4332  0.073
O 4.5177 10.4842 -5.4756  0.085
C 4.1112 9.3548 -5.2036  -0.503
O 4.9857 8.3594 -4.9445  -0.004
C 4.6201 7.0549 -4.4570  -0.240
C 4.2035 6.1488 -5.5984  -0.066
C 2.6441 9.0447 -5.2416  0.002
H 3.8590 7.1289 -3.6742  0.104
H 5.5148 6.6410 -3.9795  0.120
H 3.3231 6.5344 -6.1192  0.069
H 3.9749 5.1450 -5.2301  0.075
H 5.0036 6.0793 -6.3423  0.089
H 2.3415 8.8717 -6.2761  0.099
H 2.0965 9.9071 -4.8422  0.098
H 2.3562 8.1943 -4.6294  0.064

Q: What is the spin multiplicity in the fourth record?
A: 1